Arrangement i

# C6H18O3

4 unconnected molecules or ions with the total composition C6H18O3 (ωB97M-V/def2-TZVPD, OMol25).

XYZ file:
```
27
Properties=species:S:1:pos:R:3:lowdin_charge:R:1
C -1.744 -2.288 -0.993 0.0472
C -0.646 -1.560 -0.715 -0.3352
C 0.608 -2.279 -1.240 -0.2370
C 1.586 -2.769 -0.136 -0.0784
C -0.390 -0.140 -0.324 -0.2197
C 0.077 0.007 1.130 -0.0717
H -1.706 -3.029 -1.812 0.0695
H -2.656 -2.172 -0.438 0.0482
H 1.027 -1.504 -2.006 0.1266
H 0.406 -3.076 -1.952 0.0869
H 1.059 -2.777 0.799 0.0648
H 2.480 -2.216 -0.232 0.0521
H 1.893 -3.783 -0.371 0.0662
H -1.162 0.579 -0.635 0.0808
H 0.317 0.215 -1.115 0.1157
H -0.270 -0.857 1.698 0.0741
H -0.170 0.915 1.689 0.0511
H 1.165 -0.167 1.079 0.0736
O -0.673 3.318 2.420 -0.0716
H -0.209 2.998 1.644 -0.0295
H -1.601 3.098 2.392 0.0262
O -1.716 2.985 -0.102 -0.0425
H -0.857 3.068 -0.502 0.0111
H -2.084 2.104 -0.151 0.0244
O 1.470 2.974 -0.202 -0.0449
H 1.600 3.917 -0.065 0.0563
H 2.197 2.439 0.141 0.0556
```

HOMO level, eV: -8.93
M, g/mol: 138.2
Charge: 0
HOMO-LUMO gap, eV: 9.291

=====

Arrangement ii

# C6H18O3

3 unconnected molecules or ions with the total composition C6H18O3 (ωB97M-V/def2-TZVPD, OMol25).

XYZ file:
```
27
Properties=species:S:1:pos:R:3:lowdin_charge:R:1
C 3.166 -1.420 -0.721 -0.1014
C 3.316 -1.053 0.687 -0.3136
O 2.116 -1.354 1.413 -0.0832
H 2.949 -2.474 -0.890 0.0877
H 4.142 -1.368 -1.203 0.0835
H 2.468 -0.732 -1.198 0.0801
H 3.647 -0.015 0.713 0.1176
H 4.073 -1.730 1.084 0.1159
H 2.271 -1.788 2.255 0.1011
C -0.577 2.700 -0.010 -0.0549
C 0.577 1.699 0.405 -0.3258
O 0.195 0.356 0.456 -0.0894
H -0.372 3.768 0.069 0.0683
H -1.465 2.466 0.577 0.0592
H -0.683 2.382 -1.047 0.0696
H 1.095 1.981 1.321 0.0997
H 1.426 1.769 -0.275 0.0944
H 0.853 -0.304 0.686 0.0303
C -3.753 -0.542 -1.412 -0.0780
C -3.142 -0.303 0.002 -0.2843
O -2.502 -1.453 0.614 -0.0923
H -2.918 -0.540 -2.113 0.0638
H -4.565 0.138 -1.667 0.0665
H -4.167 -1.543 -1.532 0.0659
H -4.005 0.025 0.582 0.0949
H -2.358 0.453 0.039 0.0699
H -1.789 -1.118 1.163 0.0546
```

HOMO level, eV: -9.55
M, g/mol: 138.2
Charge: 0
HOMO-LUMO gap, eV: 10.146

=====

The structures above, arranged from the most stable to the least stable: arrangement ii, arrangement i.